1.
Entry from OMol25: a molecular structure, C22H43F12N5O3P2V (ωB97M-V/def2-TZVPD).

Summary:
Expectation value of S² = 3.76
Net charge = +2
DFT total energy = -4188.60685 Eh
Orbital gap (alpha / beta) = 7.43 / 7.38 eV
Multiplicity = 4

Positions of all 88 atoms, in Å:
V (25.151, -14.196, -25.870)
O (28.606, -14.081, -27.680)
C (27.526, -13.997, -26.951)
O (26.719, -13.033, -26.948)
O (27.181, -14.932, -26.151)
H (28.604, -13.288, -28.260)
C (27.436, -18.740, -22.650)
C (28.020, -17.441, -23.194)
C (29.555, -17.587, -23.295)
N (30.231, -16.532, -24.167)
C (29.891, -15.129, -23.756)
C (30.356, -14.814, -22.352)
C (31.886, -14.925, -22.230)
C (32.283, -16.352, -22.634)
C (31.727, -16.787, -23.962)
C (29.960, -16.744, -25.631)
H (27.533, -19.698, -23.169)
H (26.343, -18.676, -22.586)
H (27.666, -18.997, -21.613)
H (27.803, -16.670, -22.453)
H (27.587, -17.155, -24.152)
H (29.774, -18.586, -23.666)
H (29.970, -17.482, -22.298)
H (28.815, -14.998, -23.872)
H (30.357, -14.476, -24.496)
H (29.861, -15.367, -21.551)
H (30.057, -13.783, -22.144)
H (32.258, -14.783, -21.218)
H (32.357, -14.188, -22.882)
H (32.132, -17.085, -21.841)
H (33.360, -16.406, -22.824)
H (31.889, -17.843, -24.173)
H (32.171, -16.206, -24.775)
H (28.873, -16.733, -25.733)
H (30.234, -17.754, -25.923)
H (30.345, -15.889, -26.172)
C (20.870, -11.915, -30.581)
C (21.482, -10.773, -31.408)
N (22.949, -10.821, -31.341)
C (23.787, -10.374, -32.324)
C (25.066, -10.624, -31.956)
N (24.986, -11.128, -30.662)
C (23.703, -11.222, -30.315)
C (26.119, -11.410, -29.800)
H (21.043, -11.855, -29.510)
H (21.225, -12.857, -31.006)
H (19.804, -12.029, -30.781)
H (21.156, -9.760, -31.192)
H (21.230, -11.072, -32.424)
H (23.442, -9.938, -33.246)
H (26.008, -10.454, -32.445)
H (23.319, -11.482, -29.347)
H (25.778, -11.308, -28.773)
H (27.050, -10.935, -30.107)
H (26.407, -12.444, -30.025)
C (32.619, -19.433, -31.489)
C (32.254, -19.275, -30.023)
N (31.411, -18.103, -29.807)
C (31.625, -17.167, -28.847)
C (30.607, -16.268, -28.933)
N (29.773, -16.691, -29.928)
C (30.241, -17.856, -30.411)
C (28.519, -16.095, -30.332)
H (31.787, -19.791, -32.097)
H (33.412, -20.169, -31.633)
H (33.039, -18.541, -31.957)
H (33.198, -19.229, -29.486)
H (31.707, -20.169, -29.724)
H (32.456, -17.212, -28.167)
H (30.367, -15.373, -28.393)
H (29.772, -18.377, -31.227)
H (28.115, -15.315, -29.701)
H (27.776, -16.835, -30.616)
H (28.769, -15.567, -31.256)
P (24.466, -15.680, -29.264)
F (24.982, -15.165, -27.769)
F (25.546, -14.710, -29.978)
F (25.618, -16.803, -29.195)
F (23.917, -16.183, -30.691)
F (23.377, -16.601, -28.506)
F (23.432, -14.439, -29.238)
P (30.159, -12.776, -31.418)
F (29.335, -12.902, -29.959)
F (29.413, -11.369, -31.766)
F (31.210, -11.947, -30.531)
F (31.020, -12.617, -32.788)
F (30.920, -14.201, -31.206)
F (28.956, -13.600, -32.112)

2.
Entry from OMol25: 5 unconnected molecules or ions with the total composition C22H43N4O10PS (ωB97M-V/def2-TZVPD).

Summary:
Energy above the lowest of the compared OMol25 structures with the same formula, charge and spin = 0.0000 eV
Net charge = 0
SMILES = C#C[C@@H]1C(=O)O[C@H]([PH2]=O)[C@@H]1CCCCS(=O)(=O)O.CNC(C)=O.CNC(C)=O.CNC(C)=O.CNC(C)=O
DFT total energy = -2575.00558 Eh
Orbital gap = 8.94 eV

Positions of all 81 atoms, in Å:
C (-2.319, -0.554, 1.920)
C (-3.466, -0.428, 1.605)
C (-4.788, 0.090, 1.263)
C (-5.536, -0.877, 0.304)
O (-5.567, -2.050, 0.468)
O (-6.055, -0.172, -0.729)
C (-5.117, 0.908, -1.014)
P (-3.787, 0.095, -2.070)
O (-4.109, -1.302, -2.433)
C (-4.757, 1.391, 0.388)
C (-3.602, 2.368, 0.594)
C (-3.458, 3.462, -0.500)
C (-1.984, 3.647, -0.953)
C (-1.774, 3.416, -2.470)
S (-0.584, 2.138, -2.862)
O (-1.123, 1.356, -3.940)
O (-0.217, 1.360, -1.719)
O (0.696, 2.962, -3.345)
H (-1.297, -0.620, 2.213)
H (-5.325, 0.390, 2.160)
H (-5.692, 1.565, -1.665)
H (-3.738, 0.875, -3.252)
H (-2.533, 0.158, -1.424)
H (-5.664, 1.911, 0.718)
H (-3.788, 2.863, 1.550)
H (-2.644, 1.862, 0.712)
H (-4.100, 3.295, -1.369)
H (-3.797, 4.403, -0.063)
H (-1.711, 4.682, -0.755)
H (-1.292, 3.041, -0.373)
H (-1.393, 4.335, -2.921)
H (-2.706, 3.186, -2.982)
H (1.109, 2.467, -4.070)
C (3.648, 1.022, -0.383)
C (4.525, 2.193, -0.010)
O (4.823, 2.438, 1.150)
N (4.982, 2.988, -1.016)
C (4.737, 2.862, -2.441)
H (3.370, 0.494, 0.523)
H (2.738, 1.364, -0.880)
H (4.187, 0.335, -1.037)
H (5.560, 3.749, -0.695)
H (5.687, 2.741, -2.964)
H (4.250, 3.767, -2.809)
H (4.104, 2.007, -2.654)
C (0.524, 5.733, 2.999)
C (1.029, 4.844, 1.889)
O (0.281, 4.139, 1.223)
N (2.356, 4.835, 1.636)
C (3.414, 5.578, 2.292)
H (-0.553, 5.622, 3.073)
H (0.971, 5.446, 3.952)
H (0.755, 6.778, 2.787)
H (2.612, 4.211, 0.886)
H (3.925, 6.196, 1.551)
H (4.131, 4.871, 2.711)
H (3.036, 6.215, 3.084)
C (-1.431, -6.048, 2.155)
C (-0.725, -4.938, 1.414)
O (0.455, -4.677, 1.614)
N (-1.444, -4.233, 0.511)
C (-2.842, -4.393, 0.142)
H (-0.727, -6.515, 2.837)
H (-2.267, -5.651, 2.732)
H (-1.794, -6.803, 1.456)
H (-0.913, -3.510, 0.053)
H (-2.902, -4.606, -0.926)
H (-3.372, -3.460, 0.341)
H (-3.317, -5.197, 0.694)
C (2.729, -6.452, 0.628)
C (3.123, -7.287, -0.565)
O (2.299, -7.842, -1.274)
N (4.454, -7.411, -0.838)
C (5.573, -6.834, -0.120)
H (1.652, -6.445, 0.717)
H (3.152, -6.873, 1.542)
H (3.069, -5.424, 0.506)
H (4.646, -7.981, -1.646)
H (6.148, -6.193, -0.792)
H (6.226, -7.632, 0.241)
H (5.235, -6.245, 0.726)

3.
Entry from OMol25: 5 unconnected molecules or ions with the total composition C22H43N4O5 (ωB97M-V/def2-TZVPD).

Summary:
Energy above the lowest of the compared OMol25 structures with the same formula, charge and spin = 0.0000 eV
Net charge = +1
DFT total energy = -1458.84345 Eh
Orbital gap = 6.53 eV

Positions of all 74 atoms, in Å:
C (-1.769, -1.424, -0.337)
N (-2.074, -0.326, -1.257)
O (-1.066, 0.531, -1.692)
C (-0.958, 1.563, -0.866)
N (-1.050, 2.398, -0.078)
C (-3.379, -0.119, -1.615)
N (-3.974, 1.018, -1.299)
C (-5.446, 0.847, -1.023)
C (-5.629, -0.534, -0.368)
C (-5.164, -1.640, -1.320)
N (-4.059, -1.150, -2.245)
H (-2.023, -2.391, -0.770)
H (-0.735, -1.377, 0.001)
H (-2.407, -1.266, 0.541)
H (-3.520, 1.397, -0.467)
H (-6.012, 0.909, -1.949)
H (-5.741, 1.613, -0.313)
H (-5.073, -0.543, 0.575)
H (-6.682, -0.632, -0.101)
H (-5.974, -2.061, -1.908)
H (-4.726, -2.449, -0.736)
H (-4.504, -0.807, -3.094)
C (0.763, 1.863, -4.039)
C (1.701, 2.759, -4.840)
C (1.883, 1.946, -6.115)
O (0.665, 1.217, -6.306)
C (-0.132, 1.294, -5.130)
H (0.204, 2.394, -3.267)
H (1.332, 1.060, -3.562)
H (1.209, 3.708, -5.065)
H (2.642, 2.976, -4.337)
H (2.703, 1.228, -6.014)
H (2.072, 2.566, -6.991)
H (-0.983, 1.957, -5.330)
H (-0.517, 0.299, -4.891)
C (2.580, -2.279, 2.572)
C (3.236, -2.334, 1.194)
C (2.193, -3.084, 0.376)
O (0.918, -2.752, 0.952)
C (1.117, -2.093, 2.205)
H (2.962, -1.482, 3.207)
H (2.718, -3.228, 3.094)
H (3.365, -1.324, 0.807)
H (4.208, -2.822, 1.189)
H (2.328, -4.167, 0.445)
H (2.199, -2.803, -0.678)
H (0.864, -1.033, 2.066)
H (0.435, -2.521, 2.943)
C (-1.704, 0.027, 4.601)
C (-2.269, -1.348, 4.952)
C (-3.506, -1.417, 4.068)
O (-3.205, -0.645, 2.892)
C (-2.006, 0.112, 3.116)
H (-0.645, 0.138, 4.824)
H (-2.249, 0.805, 5.141)
H (-1.559, -2.127, 4.665)
H (-2.500, -1.470, 6.008)
H (-4.374, -0.969, 4.560)
H (-3.761, -2.435, 3.774)
H (-1.205, -0.343, 2.523)
H (-2.155, 1.137, 2.770)
C (6.139, 2.332, 1.346)
C (4.833, 2.492, 0.574)
C (4.682, 1.118, -0.063)
O (5.287, 0.183, 0.835)
C (6.038, 0.893, 1.828)
H (6.257, 3.043, 2.162)
H (6.989, 2.445, 0.670)
H (4.010, 2.680, 1.268)
H (4.851, 3.298, -0.158)
H (5.206, 1.065, -1.023)
H (3.638, 0.839, -0.223)
H (5.500, 0.829, 2.780)
H (7.011, 0.416, 1.949)

These records have max |F| values of 0.075; 0.036; 0.036 Eh/bohr, in the order they appear.